[1]
The following is a quantum chemistry calculation of C14H36As4ClIrO4 as an isolated structure in a non-equilibrium geometry, from the OMol25 dataset.

```
60
Properties=species:S:1:pos:R:3:forces:R:3:lowdin_charge:R:1
Ir -1.0816 0.1201 -1.8999 0.338 -0.787 -0.676 0.6279
C -3.2887 1.2272 0.4887 0.013 0.003 -0.012 -0.2317
As -1.8655 -0.0778 0.3391 -0.195 0.274 0.305 1.0147
C -2.7658 -1.6766 0.9382 0.071 -0.063 -0.077 -0.2280
C -0.5837 0.2236 1.7991 -0.027 0.078 -0.042 -0.2989
C 0.3674 1.4323 1.7107 -0.046 -0.108 -0.044 -0.6531
C -0.4186 2.7259 1.4629 -0.022 0.006 0.033 -0.0524
C 1.4339 1.2250 0.6201 -0.041 0.014 -0.065 -0.2900
As 0.8629 1.3131 -1.2537 -0.161 0.246 0.182 1.0436
C 0.4235 3.1350 -1.7377 0.083 0.018 0.060 -0.2236
C 2.4839 1.0328 -2.2513 -0.003 -0.064 0.044 -0.2203
C 1.0513 1.6753 3.0868 0.047 -0.003 0.037 -0.2957
As 2.1164 0.3509 4.0512 -0.014 0.007 0.000 1.3911
C 3.4452 -0.6264 3.0615 -0.025 0.022 0.015 -0.2399
C 1.0719 -0.7751 5.2056 0.013 0.020 -0.026 -0.2266
H -3.5058 1.4501 1.5326 0.024 -0.036 0.016 0.0606
H -4.1706 0.7798 0.0291 0.000 0.012 -0.003 0.0592
H -3.0457 2.1434 -0.0433 -0.015 0.011 -0.004 0.0315
H -3.3476 -1.4152 1.8219 -0.008 0.034 -0.012 0.0620
H -2.0640 -2.4638 1.1996 -0.019 -0.006 -0.009 0.0226
H -3.4461 -2.0198 0.1598 0.009 -0.021 0.006 0.0556
H -0.0217 -0.7119 1.8929 0.007 -0.009 0.003 0.0718
H -1.2173 0.3141 2.6864 0.003 -0.012 0.010 0.1015
H -0.9623 2.6892 0.5207 -0.007 0.000 -0.009 0.0370
H 0.2444 3.5913 1.4288 0.002 0.001 -0.003 0.1130
H -1.1499 2.8987 2.2536 -0.001 0.001 -0.001 0.1121
H 1.9228 0.2525 0.7302 0.031 0.008 -0.013 0.0688
H 2.2094 1.9929 0.6942 0.005 0.001 0.019 0.1049
H 1.0944 3.8258 -1.2273 0.005 -0.001 -0.011 0.0634
H -0.6098 3.3780 -1.5061 0.008 0.003 -0.010 0.0305
H 0.5736 3.2158 -2.8142 -0.009 -0.003 -0.007 0.0602
H 3.1664 1.8410 -1.9854 -0.019 0.017 -0.021 0.0650
H 2.2499 1.0983 -3.3128 0.008 -0.026 -0.009 0.0584
H 2.9542 0.0816 -2.0269 0.012 -0.032 0.021 0.0266
H 0.2886 1.9374 3.8248 -0.001 0.015 -0.002 0.0962
H 1.7120 2.5425 3.0085 0.003 -0.003 -0.009 0.0964
H 3.9966 0.0569 2.4200 0.008 -0.007 -0.003 0.0462
H 2.9628 -1.4137 2.4801 -0.002 0.000 -0.003 0.0408
H 4.1247 -1.0796 3.7827 0.001 -0.004 -0.004 0.0575
H 0.4890 -0.1442 5.8742 -0.005 -0.012 0.006 0.0556
H 1.7513 -1.4000 5.7827 -0.003 0.000 0.005 0.0574
H 0.4113 -1.3992 4.6015 0.006 -0.008 -0.001 0.0466
C 0.2398 -3.1617 -0.5626 0.001 0.059 0.009 -0.2337
As -0.1456 -2.0910 -2.1140 -0.144 0.180 -0.080 1.0063
C 1.4652 -2.1634 -3.1613 -0.025 0.012 -0.014 -0.2268
C -1.4446 -3.0889 -3.1216 -0.003 -0.041 0.067 -0.2229
H 0.6915 -4.0854 -0.9264 0.020 0.004 0.013 0.0648
H -0.6775 -3.4092 -0.0363 0.017 -0.007 0.003 0.0221
H 0.9436 -2.6585 0.0982 -0.007 0.007 0.012 0.0280
H 1.5716 -3.1967 -3.4948 -0.024 0.004 -0.015 0.0656
H 2.3296 -1.9057 -2.5568 0.024 0.024 -0.013 0.0285
H 1.3856 -1.5138 -4.0303 0.011 0.027 0.009 0.0521
H -1.0304 -4.0831 -3.2930 -0.002 -0.002 0.010 0.0666
H -1.6291 -2.5953 -4.0722 0.011 -0.001 -0.005 0.0486
H -2.3744 -3.1687 -2.5619 -0.014 0.007 -0.025 0.0502
O -2.3996 1.8712 -3.0201 -0.004 0.004 0.166 -0.3351
Cl -2.3035 0.7892 -3.9955 0.290 0.137 -0.202 0.7276
O -2.8326 1.0423 -5.2485 -0.046 -0.004 0.075 -0.1247
O -2.8375 -0.4093 -3.3135 -0.084 -0.013 0.339 -0.3857
O -0.8152 0.4807 -4.0188 -0.094 0.017 -0.034 -0.4501
```
Positions in Å, forces in eV/Å.

Values from the calculation:
- HOMO level (spin up / spin down): -18.6 / -19.3 eV
- Net charge: +3
- 2S+1: 2
- Energy: -281972.87702 eV
- LUMO (spin up / spin down): -9.72 / -11.17 eV
- Expectation value of S²: 0.75
- Orbital gap (spin up / spin down): 8.89 / 8.13 eV

[2]
The following is a quantum chemistry calculation of a 3-piece molecular cluster, C14H37BClO12P2S overall in a non-equilibrium geometry, from the OMol25 dataset.

```
68
Properties=species:S:1:pos:R:3:forces:R:3:lowdin_charge:R:1
C -1.8149 1.5010 2.4826 -0.022 -0.874 -0.309 -0.0629
C -0.4681 1.1335 1.8669 -0.265 1.113 0.391 -0.3028
O 0.3145 0.3235 2.7042 -0.144 -0.139 -0.648 -0.1347
C 0.4716 -1.0204 2.2201 0.375 -0.380 0.624 -0.2502
C -0.3897 -2.0302 2.9664 0.494 0.034 0.135 -0.2193
B -0.4197 -3.4705 2.2347 -0.496 0.883 -0.157 -1.2978
S 1.3912 -4.1142 1.8948 0.128 -0.589 0.235 0.6070
Cl -1.2754 -4.7059 3.4295 0.168 -0.177 -0.013 0.4093
C -1.2770 -3.4241 0.8409 0.481 -0.590 -0.030 -0.2141
O -1.8238 -2.1235 0.5135 -0.120 0.035 0.058 -0.1350
C -3.0421 -2.2025 -0.1091 -0.263 -0.260 -0.335 -0.2928
O -4.0957 -2.5790 0.7509 -0.183 -0.008 -0.080 -0.1055
C -4.2880 -1.6476 1.7948 0.337 0.136 0.461 -0.2011
C -5.4473 -2.0793 2.6782 0.548 0.113 -0.643 -0.2158
O -6.6455 -1.3743 2.3606 -0.192 -0.309 0.260 -0.0714
H -1.7008 1.8337 3.5100 0.008 0.237 0.034 0.0727
H -2.4392 0.6072 2.4837 -0.137 -0.017 0.157 0.0490
H -2.3154 2.2369 1.8547 -0.022 0.248 0.125 0.0704
H 0.0725 2.0758 1.7312 0.089 0.056 -0.052 0.0894
H -0.6390 0.7193 0.8711 0.177 -0.318 0.006 0.1154
H 1.5126 -1.2724 2.4206 0.112 0.001 -0.065 0.0981
H 0.3419 -1.0743 1.1388 -0.189 0.225 -0.067 0.0960
H -1.3756 -1.5984 3.1514 -0.186 -0.131 -0.224 0.0776
H 0.0595 -2.1685 3.9539 -0.030 0.031 0.124 0.0881
H 1.8258 -3.1325 1.0955 -0.153 0.094 -0.082 -0.1899
H -2.0638 -4.1795 0.8841 -0.294 0.180 0.072 0.0858
H -0.6262 -3.7245 0.0161 -0.032 0.172 0.002 0.0441
H -3.0497 -2.9648 -0.8965 0.028 -0.122 -0.025 0.1304
H -3.2821 -1.2382 -0.5723 0.174 0.239 0.186 0.1332
H -4.4537 -0.6460 1.3813 -0.247 0.059 -0.008 0.1269
H -3.3978 -1.5634 2.4206 0.226 -0.237 -0.130 0.1006
H -5.5542 -3.1568 2.5466 -0.153 -0.086 0.088 0.1239
H -5.1639 -1.9033 3.7111 -0.381 0.247 0.177 0.1162
H -7.0408 -1.8400 1.6193 -0.057 0.106 -0.062 0.0785
C 0.9290 0.5161 -4.3110 0.084 0.343 -0.219 -0.0908
O 0.1011 -0.4821 -3.7017 -1.843 -1.617 0.595 -0.2546
P 0.7829 -1.3526 -2.5320 4.649 0.724 0.526 0.4666
O 1.2949 -0.4374 -1.5121 -0.311 0.171 0.188 -0.2191
O 2.0173 -1.9631 -3.4410 -0.506 0.038 -0.137 -0.2427
C 1.7978 -2.4649 -4.7565 0.215 0.050 0.091 -0.1403
O 0.4445 -2.7114 -1.7602 -2.180 0.609 -1.477 -0.2070
C 0.0625 -3.8769 -2.5198 0.079 -0.203 0.086 -0.0763
H 0.4208 1.4724 -4.2129 0.012 -0.020 0.092 0.0968
H 1.9104 0.5767 -3.8492 -0.044 -0.025 0.127 0.0903
H 1.0395 0.2746 -5.3695 -0.044 -0.073 0.043 0.0844
H 2.5044 -1.9862 -5.4358 0.017 0.000 0.001 0.0857
H 0.7867 -2.2669 -5.1141 -0.005 0.005 -0.016 0.0808
H 1.9758 -3.5408 -4.7688 0.006 -0.005 -0.019 0.0789
H 0.9572 -4.3962 -2.8607 0.035 0.067 0.016 0.0874
H -0.5655 -3.6205 -3.3736 -0.017 0.014 0.008 0.0903
H -0.4941 -4.5334 -1.8575 -0.006 0.087 0.082 0.0848
C 2.2922 2.4897 0.1516 0.247 -0.644 0.043 -0.0665
O 1.8663 3.8593 0.3237 -1.020 2.184 0.906 -0.2509
P 2.2068 4.8775 -0.8519 2.994 -1.898 -2.961 0.4428
O 1.6317 4.3953 -2.1058 -0.348 0.177 -0.047 -0.2325
O 3.8421 4.6928 -0.8045 -0.268 0.143 0.241 -0.2474
C 4.5515 4.6395 0.4335 0.084 -0.105 -0.198 -0.1338
O 2.2458 6.4853 -1.0090 -1.402 -0.323 2.128 -0.2068
C 2.8916 7.3030 -0.0202 0.071 0.086 -0.086 -0.0994
H 1.4268 1.8476 0.2513 -0.057 0.054 -0.122 0.0633
H 2.7649 2.3112 -0.8098 -0.114 0.192 -0.105 0.0924
H 2.9984 2.2472 0.9453 -0.044 0.133 0.057 0.0989
H 5.1798 3.7493 0.4365 0.006 -0.012 -0.009 0.0893
H 3.8828 4.5925 1.2929 -0.001 -0.019 0.009 0.0831
H 5.1899 5.5195 0.5234 0.017 -0.006 -0.002 0.0763
H 3.9613 7.3456 -0.2230 -0.005 -0.066 -0.009 0.0815
H 2.7234 6.9347 0.9914 0.001 0.007 0.014 0.0888
H 2.4793 8.3058 -0.0993 -0.081 -0.039 -0.052 0.0862
```
Positions in Å, forces in eV/Å.

Values from the calculation:
- HOMO level: -4.6 eV
- Net charge: -1
- Energy: -82303.97739 eV
- LUMO: 2.14 eV
- Orbital gap: 6.71 eV

[3]
The following is a quantum chemistry calculation of C14H37N3O2RuS2 as an isolated structure, from the OMol25 dataset.

```
59
Properties=species:S:1:pos:R:3:forces:R:3:lowdin_charge:R:1
Ru 0.6285 0.5460 0.1335 -0.021 0.063 0.026 1.2548
N 2.2167 -0.8115 -0.1959 -0.082 0.013 0.024 -0.0417
C 1.8051 -1.8730 -1.1732 0.001 -0.020 -0.018 -0.1535
C 0.3086 -2.0884 -1.0604 0.018 -0.004 0.000 -0.1299
N -0.4170 -0.7797 -1.0131 0.012 0.048 0.129 -0.1433
C -0.7268 -0.1406 -2.3285 -0.018 0.019 -0.039 -0.1331
C 0.4745 0.6210 -2.8523 -0.006 0.016 0.002 -0.1509
N 1.0349 1.4574 -1.7359 -0.062 0.037 0.001 -0.0484
H 3.1090 -0.4088 -0.4769 0.008 -0.003 -0.011 0.1289
H 2.4019 -1.2460 0.7064 -0.003 -0.024 0.008 0.1040
H 2.3360 -2.8033 -0.9737 -0.003 0.000 0.010 0.1452
H 2.1027 -1.5509 -2.1669 -0.004 0.004 -0.001 0.1142
H 0.0699 -2.6041 -0.1309 0.013 0.004 0.003 0.1295
H -0.0617 -2.6956 -1.8876 -0.003 0.004 0.003 0.1483
H -1.3027 -0.9449 -0.5361 -0.015 -0.018 -0.041 0.1454
H -1.5564 0.5436 -2.1492 0.006 -0.009 -0.007 0.1281
H -1.0613 -0.8908 -3.0464 0.016 -0.007 0.002 0.1487
H 0.1842 1.2534 -3.6906 -0.007 -0.002 0.004 0.1457
H 1.2575 -0.0385 -3.2145 0.003 -0.009 0.009 0.1150
H 0.5682 2.3665 -1.7449 0.009 0.007 -0.006 0.0692
H 2.0124 1.6757 -1.9233 0.001 -0.013 -0.012 0.1288
C -1.5091 1.1889 3.8185 -0.089 0.018 -0.001 -0.1200
C -0.9795 -0.2064 4.0944 0.001 0.010 0.057 -0.3507
S 0.5715 -0.4577 3.2397 0.033 0.075 -0.062 1.0521
O 0.1209 -0.5706 1.7250 0.057 -0.159 0.061 -0.6544
C 0.9439 -2.1605 3.6773 -0.009 -0.024 -0.058 -0.3726
C 1.3878 -2.2744 5.1316 -0.021 0.017 0.040 -0.0940
H -2.4614 1.3151 4.3318 -0.004 0.005 0.012 0.1055
H -1.6789 1.3322 2.7509 0.012 0.018 0.018 0.0395
H -0.8276 1.9543 4.1947 -0.003 -0.024 0.010 0.0869
H -1.6501 -0.9986 3.7575 -0.026 0.000 -0.002 0.1186
H -0.7570 -0.3571 5.1537 0.018 0.008 -0.036 0.1103
H 1.7483 -2.4494 2.9971 -0.005 -0.015 0.021 0.0913
H 0.0545 -2.7506 3.4499 0.001 -0.002 -0.006 0.1109
H 2.2490 -1.6424 5.3455 0.005 0.003 0.004 0.0928
H 1.6782 -3.3077 5.3164 0.007 0.005 -0.004 0.1044
H 0.5854 -2.0355 5.8280 0.021 -0.019 -0.014 0.0824
C 1.9630 2.6825 1.7907 -0.188 -0.086 0.143 -0.0690
C 1.3241 3.9775 1.3125 -0.027 -0.050 -0.011 -0.2465
C -0.2008 4.0563 1.4302 0.028 0.007 0.027 -0.3099
S -1.0243 3.2677 0.0447 0.054 0.046 0.019 1.0517
O -1.0252 1.7207 0.3165 0.161 -0.051 -0.057 -0.6366
C -2.7587 3.7374 0.1480 0.033 0.021 0.015 -0.3053
C -3.5828 3.2758 1.3455 0.002 0.015 0.013 -0.2552
C -3.4550 4.1355 2.5992 -0.021 -0.045 0.005 -0.0764
H 3.0491 2.7291 1.7367 0.000 -0.033 -0.043 0.1078
H 1.6970 1.7529 1.2136 0.096 0.110 -0.188 -0.0044
H 1.6772 2.4308 2.8119 0.017 0.085 0.023 0.0836
H 1.6407 4.2298 0.2978 -0.004 -0.014 -0.017 0.1172
H 1.7307 4.7712 1.9426 0.003 0.001 -0.001 0.1388
H -0.5337 5.0957 1.3633 0.012 0.016 0.022 0.1241
H -0.5789 3.6354 2.3609 -0.029 -0.026 -0.014 0.0814
H -3.1475 3.3452 -0.7941 -0.033 0.006 -0.002 0.1041
H -2.7289 4.8287 0.0562 0.010 -0.012 -0.051 0.1194
H -3.3853 2.2196 1.5441 -0.025 0.028 0.011 0.0948
H -4.6177 3.3227 1.0000 0.005 -0.032 -0.009 0.1313
H -2.5071 4.0095 3.1210 0.050 -0.011 -0.001 0.0515
H -4.2414 3.8753 3.3062 0.003 -0.001 -0.007 0.0949
H -3.5739 5.1939 2.3649 -0.007 0.007 -0.003 0.0947
```
Positions in Å, forces in eV/Å.

Values from the calculation:
- HOMO level (spin up / spin down): -19.1 / -19.2 eV
- Net charge: +3
- Energy above the lowest of the compared OMol25 structures with the same formula, charge and spin: 0.000 eV
- 2S+1: 2
- Energy: -47910.46761 eV
- LUMO (spin up / spin down): -9.78 / -11.13 eV
- Expectation value of S²: 0.75
- Orbital gap (spin up / spin down): 9.35 / 8.04 eV